DFT (ωB97M-V/def2-TZVPD) results for a cluster of 6 separate species, C17H25Cl4FO12 in total.

Each line ends with the natural charge from an NBO analysis.
Atoms and positions in Å:
Cl  1.256  -8.898  29.423  -0.0024
Cl  2.132  -12.204  28.429  -0.0535
Cl  3.937  -14.418  27.658  -0.0190
Cl  1.235  -7.559  26.800  -0.0353
F  3.200  -7.722  24.499  -0.3394
O  1.860  -4.731  23.639  -0.4793
O  5.745  -10.064  26.207  -0.5824
O  -0.002  -7.326  22.008  -0.4923
O  3.015  -2.997  24.418  -0.4778
O  4.649  -8.138  26.175  -0.5189
O  -1.819  -7.551  20.701  -0.5748
O  -1.626  -8.663  22.660  -0.4950
O  4.096  -4.760  23.542  -0.6097
O  5.919  -8.655  24.449  -0.4704
O  7.522  -8.807  32.169  -0.5856
O  5.841  -8.806  30.694  -0.4956
O  7.406  -10.336  30.506  -0.4905
C  5.534  -7.281  24.283  -0.1270
C  0.472  -7.886  23.229  -0.0954
C  -0.752  -9.806  24.537  -0.6357
C  1.667  -2.656  24.715  -0.0895
C  3.090  -4.202  23.835  0.9845
C  6.955  -9.308  31.238  0.9709
C  -0.829  -8.478  23.823  0.0672
C  -1.221  -7.804  21.705  0.9711
C  6.088  -11.925  29.363  -0.6291
C  2.121  -8.549  27.941  -0.4166
C  5.490  -9.044  25.647  0.9728
C  0.882  -3.842  24.159  0.0578
C  -0.074  -4.613  25.057  -0.6338
C  2.501  -13.960  28.589  -0.3744
C  6.636  -10.493  29.310  0.0685
C  5.544  -9.414  29.439  -0.0930
C  4.272  -7.235  25.164  0.4356
H  1.393  -1.726  24.222  0.2000
H  5.259  -7.069  23.254  0.2360
H  0.804  -7.120  23.927  0.2011
H  4.562  -9.888  29.461  0.1904
H  -0.729  -5.223  24.430  0.2219
H  1.666  -14.535  28.213  0.2257
H  7.307  -10.314  28.471  0.2014
H  5.646  -12.242  28.420  0.2325
H  3.113  -8.162  28.143  0.2342
H  5.608  -8.669  28.649  0.1931
H  0.195  -3.403  23.428  0.1897
H  1.539  -2.543  25.793  0.1935
H  6.796  -12.689  29.675  0.2294
H  -0.710  -3.985  25.679  0.2293
H  6.298  -6.586  24.627  0.2056
H  5.324  -11.883  30.145  0.1997
H  2.721  -14.172  29.628  0.2251
H  -1.798  -10.099  24.691  0.2276
H  0.467  -5.363  25.640  0.2175
H  4.119  -6.212  25.496  0.1859
H  2.270  -9.506  27.445  0.2262
H  1.285  -8.600  23.097  0.1971
H  -0.277  -10.621  23.996  0.2221
H  -1.326  -7.793  24.521  0.1761
H  -0.439  -9.738  25.580  0.2270

Cartesian forces, eV/Å:
-0.1397 0.2424 0.2788
0.0531 -0.6589 0.1292
-0.1146 0.0010 -0.0401
-0.2055 0.4845 0.1176
-0.2009 -0.0698 -0.0604
0.1382 0.4571 -0.1817
0.2846 0.0627 -0.1184
0.6353 0.4907 -0.0150
0.4828 0.1338 0.0439
-1.1587 0.9221 0.4957
0.2865 -0.0560 0.6553
-0.6311 0.3128 -0.1118
0.4820 -0.1021 -0.0394
0.5576 0.3658 -0.0953
-0.5750 -0.7944 -0.3330
-0.9352 0.4203 -0.0754
0.3867 0.1950 0.3845
-1.3411 -0.0975 -0.3724
-1.0520 0.0536 1.2469
-1.1629 -0.2885 0.6139
-0.1554 -0.4254 0.5339
-0.5917 -0.0061 -0.0508
1.1395 0.9526 0.1591
0.9187 -0.9001 0.2484
-0.1938 -0.3319 -0.8336
-0.4453 0.5170 0.0542
0.5361 -1.2667 -0.3184
0.1350 -1.2128 0.1427
-1.9454 0.5722 0.2173
0.3747 -0.8417 -0.0076
0.2997 0.3863 -0.1829
0.0837 -1.1251 -0.0104
0.5223 -0.5520 -0.0329
2.0790 0.6540 -0.6694
0.1927 0.0136 -0.0272
0.2408 -0.1838 -0.0647
0.3137 0.2465 -0.4847
-0.1013 0.2421 0.0679
-0.0875 0.2331 -0.1294
-0.0924 0.1210 0.0412
-0.1039 -0.0587 -0.0375
-0.1150 0.1809 -0.0033
-0.2296 0.4783 0.1384
-0.0959 0.0571 0.0542
0.6376 -0.4903 -0.8540
0.1886 0.0147 -0.0178
0.3985 0.3093 -0.1184
0.1833 0.1060 0.0620
0.0927 -0.1459 0.0975
-0.1699 -0.3266 -0.1499
-0.1596 0.1056 0.0447
-0.0017 -0.1753 -0.3168
0.0424 0.4569 0.4089
-0.5063 -0.3277 0.5583
-0.0204 0.0489 -0.0101
-0.1988 -0.1005 -0.3679
0.2967 0.2202 -0.0428
0.0463 0.2863 -0.3703
0.7023 0.1934 -0.2506

Results
* E_LUMO: 0.15 eV
* relative energy (zero: lowest compared OMol25 entry of this formula, charge and spin): 0.000 eV
* 2S+1: 1
* SMILES: O=C1OC[C@@H](F)O1.C[C@H]1COC(=O)O1.C[C@H]1COC(=O)O1.C[C@H]1COC(=O)O1.ClCCl.ClCCl
* max |F|: 2.3 eV/Å


DFT (ωB97M-V/def2-TZVPD) results for a structure of composition C22H25N2P2Sn.

Each line ends with the natural charge from an NBO analysis.
Atoms and positions in Å:
Sn  -0.578  1.001  -1.202  1.2578
P  1.885  0.145  -1.278  1.0933
P  -1.069  -1.560  -1.279  1.0980
N  -1.432  2.481  1.294  -0.0412
N  -0.825  1.429  1.068  -0.2270
C  -0.218  0.383  4.582  -0.1811
C  2.902  -2.247  -0.418  -0.1149
C  -2.333  -2.048  -0.093  -0.9602
C  -1.532  -2.227  -2.890  -0.9529
C  2.939  0.996  -0.090  -0.9604
C  1.737  -1.601  -0.822  -0.3948
C  -2.109  3.652  -2.178  -0.2176
C  -1.676  2.902  -1.121  -0.3013
C  0.470  -0.810  4.378  -0.1280
C  2.865  -3.577  -0.015  -0.1530
C  -2.795  4.840  -1.865  -0.1120
C  2.695  0.213  -2.887  -0.9532
C  -2.550  4.415  0.491  -0.1068
C  -3.010  5.212  -0.549  -0.1627
C  0.724  -1.254  3.087  -0.1935
C  -0.654  1.136  3.509  -0.1210
C  0.518  -2.306  -0.823  -0.3943
C  0.288  -0.500  2.012  -0.2490
C  1.664  -4.270  -0.016  -0.1348
C  -1.865  3.230  0.216  0.0397
C  -0.396  0.687  2.211  0.0257
C  0.494  -3.638  -0.419  -0.1639
H  -3.296  -1.645  -0.413  0.2897
H  -0.415  0.727  5.589  0.2610
H  -1.662  -3.306  -2.770  0.2930
H  2.149  -0.372  -3.627  0.2770
H  0.808  -1.394  5.223  0.2570
H  -1.188  2.063  3.658  0.2475
H  1.630  -5.302  0.306  0.2695
H  2.495  0.977  0.905  0.2837
H  -2.471  -1.794  -3.235  0.2879
H  -0.432  -4.200  -0.414  0.2413
H  -0.751  -2.046  -3.628  0.2771
H  3.775  -4.063  0.308  0.2690
H  -2.094  -1.674  0.903  0.2837
H  -3.151  5.456  -2.681  0.2676
H  3.919  0.518  -0.062  0.2897
H  2.790  1.243  -3.233  0.2879
H  -2.695  4.667  1.535  0.2671
H  3.852  -1.726  -0.411  0.2319
H  -1.957  3.389  -3.215  0.2572
H  1.259  -2.181  2.924  0.2370
H  -2.409  -3.136  -0.065  0.2897
H  0.479  -0.832  1.006  0.1891
H  3.072  2.031  -0.410  0.2896
H  3.695  -0.213  -2.767  0.2928
H  -3.540  6.129  -0.331  0.2722

Cartesian forces, eV/Å:
-0.0324 0.0590 1.4219
0.2597 0.0966 -0.1166
-0.2138 -0.1751 -0.1186
-0.0510 0.0881 0.0585
0.2596 -0.4508 -0.2813
-0.0019 0.0023 -0.0035
-0.0043 0.0043 -0.0526
-0.0609 0.2112 0.0506
-0.0628 0.2502 -0.1007
-0.1537 0.1594 0.0509
-0.1873 0.0991 -0.0408
-0.2520 0.4326 0.0953
0.9253 -1.6011 -0.8058
0.0280 -0.0479 -0.0208
-0.0053 0.0017 0.0070
0.0873 -0.1499 -0.1135
-0.1858 0.1782 -0.1019
0.1480 -0.2540 0.2411
-0.0493 0.0843 -0.0731
0.0101 -0.0168 0.0478
-0.1140 0.1988 -0.1323
0.0083 0.2131 -0.0410
-0.0397 0.0649 -0.1380
0.0006 0.0049 0.0073
-0.4983 0.8621 -0.2470
0.0771 -0.1303 0.3667
-0.0005 0.0046 -0.0519
0.0012 -0.0061 -0.0073
-0.0036 0.0061 -0.0077
0.0258 -0.0046 0.0165
0.0067 -0.0150 0.0031
-0.0135 0.0232 0.0108
0.0174 -0.0299 0.0891
0.0090 -0.0074 -0.0291
0.0180 -0.0324 0.0091
-0.0153 -0.0157 0.0147
0.0100 -0.0119 0.0190
0.0097 -0.0132 0.0030
0.0017 -0.0115 -0.0292
0.0187 -0.0316 0.0094
-0.0292 0.0507 0.0543
-0.0116 -0.0267 -0.0337
0.0214 0.0065 0.0148
-0.0728 0.1257 -0.0496
0.0052 -0.0149 0.0191
0.0461 -0.0792 0.0184
-0.0072 0.0120 -0.0081
0.0289 -0.0034 -0.0331
0.0442 -0.0768 -0.0294
0.0048 -0.0046 -0.0078
-0.0092 -0.0244 0.0167
0.0027 -0.0048 0.0293

Results
* E_LUMO: -11.10 eV
* relative energy (zero: lowest compared OMol25 entry of this formula, charge and spin): 0.000 eV
* 2S+1: 1
* net charge: +3
* max |F|: 2.0 eV/Å


DFT (ωB97M-V/def2-TZVPD) results for a cluster of 2 separate species, C2H11N4O in total.

Each line ends with the natural charge from an NBO analysis.
Atoms and positions in Å:
O  1.503  -1.155  -1.164  -0.9425
N  -1.720  0.659  -0.753  -0.6350
N  0.850  -0.391  1.606  -0.7284
N  -0.860  -0.116  0.117  -0.0551
N  -1.322  -1.405  0.328  -0.6280
C  0.794  1.694  0.302  -0.7019
C  0.312  0.265  0.505  0.5807
H  -2.090  0.111  -1.562  0.3862
H  -1.749  -1.761  -0.663  0.3796
H  -2.022  -1.385  1.023  0.3895
H  0.450  2.037  -0.730  0.2324
H  1.629  -2.112  -1.305  0.4947
H  -1.336  1.518  -0.928  0.3773
H  0.889  -0.949  -1.936  0.4704
H  1.729  -0.050  1.893  0.4079
H  1.860  1.836  0.409  0.2728
H  0.462  2.478  1.003  0.2854
H  0.622  -1.274  1.855  0.4138

Cartesian forces, eV/Å:
-1.3358 -0.3294 -2.0688
-0.9134 -3.3603 1.1682
-0.0766 3.9949 -3.1174
-1.8965 0.2719 -2.7581
0.2005 -1.0776 -3.5617
-0.6816 0.4951 -1.9617
0.7838 0.6872 4.6982
0.9521 0.7422 0.9101
1.2626 0.8700 3.3810
-1.2772 -0.0060 0.7479
0.9431 -0.3070 1.2837
0.2375 0.4021 0.3307
0.9026 2.4081 -0.8750
1.3252 -0.1707 1.2914
0.9609 0.1860 0.3324
0.4333 -0.6767 -0.4741
-0.8015 -0.8939 0.0991
-1.0188 -3.2358 0.5743

Results
* E_LUMO: -3.43 eV
* relative energy (zero: lowest compared OMol25 entry of this formula, charge and spin): 3.323 eV
* 2S+1: 1
* net charge: +1
* max |F|: 5.1 eV/Å


DFT (ωB97M-V/def2-TZVPD) results for a structure of composition C16H17Cl3N3O3Os.

Each line ends with the natural charge from an NBO analysis.
Atoms and positions in Å:
Os  1.436  -0.166  0.874  1.2907
Cl  3.499  -5.054  -0.493  0.1881
Cl  1.119  -5.515  1.145  0.1969
Cl  0.838  -4.738  -1.660  0.1789
O  -3.966  0.064  -1.416  -0.4398
O  0.561  1.151  -0.266  -0.5095
O  -1.198  -2.657  0.964  -0.5170
N  -2.581  -1.350  -0.333  -0.6442
N  1.757  -2.107  0.487  -0.4903
N  -0.460  -0.625  0.229  -0.5688
C  -1.709  0.831  -1.322  -0.2612
C  -2.868  -0.147  -1.014  0.7040
C  3.116  -0.609  2.506  -0.0880
C  -0.247  1.463  -3.404  -0.6255
C  2.714  1.596  1.568  -0.1790
C  -1.344  0.575  -2.835  -0.3560
C  -2.543  2.522  0.405  -0.6143
C  1.786  -3.217  0.186  0.6464
C  1.787  -0.626  3.019  -0.1974
C  1.477  1.681  2.264  -0.0818
C  -0.589  0.446  -0.473  0.7631
C  1.820  -4.645  -0.204  -0.2943
C  3.579  0.491  1.762  -0.1256
C  0.979  0.545  2.942  -0.1341
C  -1.446  -1.673  0.338  0.8001
C  -2.137  2.287  -1.045  -0.3916
H  -3.362  -1.999  -0.259  0.4765
H  3.013  2.406  0.910  0.3236
H  -2.827  3.562  0.554  0.2724
H  -1.719  2.312  1.102  0.1520
H  0.839  2.549  2.127  0.3173
H  -0.513  2.518  -3.377  0.2372
H  -3.400  1.912  0.693  0.2367
H  -1.322  2.948  -1.338  0.2338
H  -2.975  2.487  -1.713  0.2770
H  0.714  1.330  -2.902  0.1893
H  -1.094  -0.483  -2.957  0.2147
H  4.554  0.472  1.288  0.3227
H  -2.286  0.740  -3.361  0.2720
H  3.729  -1.501  2.592  0.3113
H  -0.102  1.197  -4.450  0.2694
H  -0.018  0.539  3.370  0.3208
H  1.387  -1.515  3.493  0.3233

Cartesian forces, eV/Å:
0.4618 -0.0562 -0.2088
-0.0198 -0.0064 0.0115
0.0041 -0.0250 0.0258
-0.0049 -0.0030 -0.0088
0.0560 -0.0100 0.0809
-0.1751 -0.4504 -0.0458
0.0705 -0.0129 0.0166
0.0357 -0.1576 0.1516
0.0441 0.0977 -0.1359
0.2150 -0.0008 0.3373
-0.0030 -0.2084 0.1540
-0.1694 0.2669 -0.3423
0.0620 0.0347 -0.1052
-0.0279 -0.0380 -0.0266
-0.0694 0.1797 0.0391
0.0260 0.0399 0.0169
-0.0173 0.0247 -0.0101
-0.0138 -0.0079 0.0191
-0.1972 -0.0064 0.0577
-0.0514 -0.0278 -0.0330
0.0588 0.5248 -0.2133
0.0204 0.0414 -0.0177
-0.2011 -0.2265 0.0537
-0.0366 0.0161 0.0709
-0.1754 -0.0516 0.0382
-0.0055 0.0048 0.0009
0.0365 -0.0290 0.0164
0.0213 0.0167 0.0358
0.0083 -0.0009 0.0072
-0.0036 -0.0041 0.0008
0.0306 0.0221 0.0185
-0.0015 0.0016 0.0054
0.0075 -0.0110 0.0045
-0.0096 0.0148 -0.0008
0.0025 0.0093 -0.0011
0.0043 0.0021 0.0083
-0.0013 0.0000 -0.0125
-0.0027 -0.0214 -0.0034
-0.0028 -0.0032 0.0016
0.0117 0.0111 -0.0098
0.0184 0.0158 0.0017
-0.0043 0.0304 -0.0085
-0.0024 0.0035 0.0088

Results
* E_LUMO: -14.38 eV
* 2S+1: 1
* net charge: +3
* max |F|: 0.6 eV/Å


DFT (ωB97M-V/def2-TZVPD) results for an isolated molecule of C4H13PSi.

Each line ends with the natural charge from an NBO analysis.
Atoms and positions in Å:
P  0.835  1.731  -0.366  0.1062
Si  -0.174  -0.053  0.345  1.2869
C  -1.734  -0.851  -0.546  -1.0480
C  0.985  -1.482  0.655  -1.1290
C  -0.532  0.397  2.160  -1.0796
C  1.257  1.267  -2.086  -0.9391
H  2.299  1.204  -2.170  0.2354
H  1.180  2.026  -2.913  0.2465
H  0.796  0.445  -2.512  0.2200
H  0.829  -2.417  -0.022  0.2359
H  0.311  0.683  2.617  0.2202
H  -0.999  -0.475  2.810  0.2326
H  0.897  -1.878  1.618  0.2404
H  -1.629  -1.860  -0.479  0.2235
H  -0.508  2.501  -0.521  0.0042
H  -1.330  1.167  2.335  0.2324
H  2.102  -1.269  0.656  0.2425
H  -2.695  -0.614  -0.019  0.2366
H  -1.888  -0.524  -1.562  0.2324

Cartesian forces, eV/Å:
-1.4277 1.9677 -0.4826
-1.6811 -1.6310 1.3122
-0.4271 3.7151 1.1588
2.1613 -1.5236 -2.5579
-5.4740 -1.8572 -0.3252
-0.0600 2.6979 -1.3320
1.7641 -0.8998 0.4399
-0.7443 0.0376 1.1601
-0.8955 -1.9892 -0.4885
0.3064 1.7223 0.8129
3.2419 1.1638 1.7559
1.1454 1.2395 -1.5433
-0.7451 -0.4441 1.7316
0.4211 -2.9882 -0.0805
1.7563 -1.0623 0.0376
0.8391 -0.2114 -0.4139
-1.2217 0.0396 -0.4981
0.8761 0.0597 -0.2253
0.1647 -0.0363 -0.4615

Results
* E_LUMO: 0.88 eV
* relative energy (zero: lowest compared OMol25 entry of this formula, charge and spin): 0.354 eV
* 2S+1: 1
* SMILES: CP[Si](C)(C)C
* max |F|: 5.8 eV/Å


Question: Among the records above, which one has the highest max |F|?
Answer: C4H13PSi